No. 1
The following is a DFT calculation (wB97M-V/def2-TZVPD) of a cluster of 3 separate species, C3H9N3O2 in total at a distorted geometry.

Geometry as XYZ:
```
17
Properties=species:S:1:pos:R:3:forces:R:3:mulliken_charge:R:1
C 1.27874 0.57266 0.94197 -0.13 -4.51 2.91 -1.241
C 0.93827 -1.18126 -0.91240 1.40 -1.08 -0.56 -0.925
C 0.83261 0.25872 -0.40586 0.16 -0.25 -1.83 1.020
N 0.38723 1.21787 -1.12582 0.72 -0.71 0.04 -0.738
N -2.38859 -1.06541 -1.71532 -4.55 2.31 -0.61 0.263
N -2.03083 0.01856 -1.09680 0.25 -2.73 -0.76 0.026
O -1.82571 -2.12690 -2.02324 3.01 -2.91 -0.28 -0.853
O -2.97095 0.83080 -1.05500 -1.25 1.86 0.37 -0.768
H 0.76965 1.35581 1.33846 -0.97 2.98 0.74 0.444
H 0.84092 -0.29020 1.72776 1.41 1.68 -2.07 0.231
H 2.36106 0.61209 1.09451 -0.16 0.04 -0.10 0.261
H 1.72421 -1.29105 -1.74569 -1.39 0.57 0.68 0.233
H -0.04580 -1.55681 -1.23552 0.32 0.26 -0.35 0.216
H 1.31805 -1.99739 -0.23895 -0.36 1.19 0.28 0.283
H 2.12404 4.87334 10.59157 0.02 0.03 0.07 -1.000
H 0.10358 0.84525 -2.04162 -0.05 0.16 0.36 0.285
H -3.41650 -1.07605 -2.09805 1.56 1.11 1.12 0.263
```
Forces are in eV/Å.

Properties
LUMO level ... 5.213 eV
Relative energy (zero: lowest compared OMol25 entry of this formula, charge and spin) ... 19.7 kcal per mole
Maximum force ... 5.4 eV/Å
Orbital gap ... 3.50 eV
Total charge ... -2
HOMO ... 1.7 eV
Electronic energy ... -434.16871 a.u.

***

No. 2
The following is a DFT calculation (wB97M-V/def2-TZVPD) of a cluster of 9 separate species, H19O9 in total at a distorted geometry.

Geometry as XYZ:
```
28
Properties=species:S:1:pos:R:3:forces:R:3:mulliken_spin:R:1
O -0.31571 -2.07609 -2.38251 -2.04 -1.59 0.06 0.000
H -0.83166 -2.83176 -1.93260 0.53 -0.02 0.01 0.000
H -1.21849 -0.70566 3.69671 -0.45 0.78 -0.39 0.000
O 1.57447 -1.53861 0.90699 0.04 0.00 0.91 0.033
H 1.44221 -0.95684 1.66721 -0.38 0.49 -0.28 -0.001
O -1.05366 0.00110 -0.46622 0.79 0.72 0.36 0.000
H -0.93066 -3.47709 0.39484 0.79 0.20 -0.08 0.000
H -0.29462 0.57335 -0.66463 -0.09 -0.11 -0.66 -0.002
O -1.21522 -3.59873 -0.51780 -0.95 -0.16 0.53 0.000
H -0.73635 -1.31995 -1.90818 0.96 0.54 0.20 0.000
H 2.14197 -2.16546 1.37466 0.27 -0.55 -0.62 -0.001
O -1.61490 3.60851 0.73757 1.32 -0.12 -0.34 0.533
H -0.67394 3.66688 -1.44052 -0.50 -0.04 -0.62 -0.008
H -1.00575 3.10402 0.16017 0.50 -0.05 0.64 -0.022
O 0.26900 3.53387 -1.58286 -0.30 0.33 0.32 0.267
H 0.48874 4.38297 -2.01142 0.52 -0.08 0.02 -0.008
H -2.46192 3.24124 0.48556 -1.47 -0.17 0.04 -0.012
O 1.13820 1.43501 1.27765 -0.49 0.77 0.61 0.232
H 0.62988 -2.21514 -2.17625 0.16 0.97 0.33 0.000
H 1.69231 2.22937 1.37932 0.26 -0.14 -0.36 -0.008
O 1.64488 -0.66598 -2.35077 -0.63 -0.99 -0.06 0.000
H -2.13624 -3.84620 -0.34247 -0.06 -0.22 -0.65 0.000
H 0.75272 1.38121 2.17710 -0.13 -0.40 -0.08 -0.006
O -0.43095 -0.15102 3.82097 -0.37 -1.12 -0.26 0.006
H 2.04902 -0.85804 -3.20251 0.45 0.76 0.05 0.000
H 1.93918 0.13444 -1.94047 0.88 0.48 -0.15 0.000
H -0.85103 -0.06684 0.48053 -0.55 -0.73 0.01 0.000
H 0.00851 -0.81856 4.35991 0.95 0.44 0.45 0.000
```
Forces are in eV/Å.

Properties
LUMO level (spin up / spin down) ... -6.602 / -14.436 eV
Relative energy (zero: lowest compared OMol25 entry of this formula, charge and spin) ... 9.1 kcal per mole
Maximum force ... 2.6 eV/Å
Orbital gap (spin up / spin down) ... 11.32 / 3.23 eV
Multiplicity ... 2
Total charge ... +2
<S²> ... 0.7580
HOMO (spin up / spin down) ... -17.9 / -17.7 eV
Electronic energy ... -687.75916 a.u.

***

No. 3
The following is a DFT calculation (wB97M-V/def2-TZVPD) of the molecule C2H5N3O4 at a distorted geometry.

Geometry as XYZ:
```
14
Properties=species:S:1:pos:R:3:forces:R:3:mulliken_charge:R:1
N 0.62853 1.87482 0.68605 -0.72 -0.40 -0.35 -0.371
C -0.37618 1.36212 -0.00812 -3.16 -0.80 -2.65 0.532
O -1.20715 1.95304 -0.70338 1.86 -0.79 1.79 -0.565
N -0.37624 -0.13548 0.00319 2.16 2.71 0.16 -0.012
C 0.83896 -0.80726 -0.55257 -2.81 -0.25 -2.04 -0.607
O 1.33031 -1.75537 0.26508 1.74 0.34 0.65 -0.497
N -1.54304 -0.76989 0.16639 -0.09 -0.29 -0.01 1.123
O -2.47876 -0.15444 0.60348 -0.26 0.15 0.11 -0.623
O -1.51236 -1.95688 -0.09189 -0.13 -0.93 -0.25 -0.675
H 1.25680 1.19115 1.05646 0.60 0.68 0.73 0.255
H 0.60802 2.87502 0.67240 0.93 0.27 0.42 0.248
H 1.54447 -0.05567 -0.79749 0.83 0.89 0.54 0.547
H 0.54771 -1.13761 -1.58670 0.05 -0.44 0.90 0.293
H 0.73893 -2.48355 0.28712 -0.99 -1.13 0.00 0.354
```
Forces are in eV/Å.

Properties
LUMO level ... 0.377 eV
Relative energy (zero: lowest compared OMol25 entry of this formula, charge and spin) ... 39.3 kcal per mole
Maximum force ... 4.2 eV/Å
Orbital gap ... 11.08 eV
Structure (SMILES) ... NC(=O)N(CO)[N+](=O)[O-]
Total charge ... 0
HOMO ... -10.7 eV
Electronic energy ... -544.32443 a.u.

***

No. 4
The following is a DFT calculation (wB97M-V/def2-TZVPD) of a structure of composition C6H21Fe2O11P at a distorted geometry.

Geometry as XYZ:
```
41
Properties=species:S:1:pos:R:3:forces:R:3:mulliken_spin:R:1
Fe -19.50145 -20.68038 4.46994 2.02 1.56 -0.46 3.706
Fe -16.56909 -19.91949 4.96724 0.10 1.21 -0.39 3.793
O -18.18065 -20.09846 6.04452 -1.75 -0.58 0.94 0.083
H -18.62284 -19.35146 6.49284 0.51 -0.13 -0.36 -0.013
P -18.03256 -18.78225 3.10231 2.24 0.57 -9.87 -0.021
O -17.88670 -20.25575 3.37741 2.48 -8.44 2.10 0.188
O -16.90636 -18.22665 3.94244 0.84 1.29 1.78 0.111
O -19.43172 -18.87415 3.64250 -4.79 2.77 2.17 0.085
O -17.85972 -18.76014 1.52424 -0.88 1.76 4.54 0.034
C -21.26941 -16.71279 5.50145 0.98 0.15 -0.84 -0.001
C -21.71633 -16.87874 4.02821 -1.53 0.52 0.44 0.006
O -21.92065 -18.24617 3.67708 -0.28 0.65 0.54 -0.001
O -19.85097 -16.94600 5.60307 0.00 -0.17 0.82 0.001
H -21.83940 -17.39354 6.13374 -0.02 -0.25 -0.03 0.000
H -21.30184 -15.72762 5.96674 -0.86 0.26 -0.56 0.000
H -21.12504 -16.31023 3.31038 0.90 -0.40 0.13 -0.001
H -22.68288 -16.41048 3.84215 -0.33 0.01 0.58 0.000
H -21.03862 -18.62144 3.72991 0.38 -0.08 -0.65 0.000
H -19.55199 -17.56721 4.93500 -0.03 -0.32 -0.45 0.005
C -19.58913 -22.57938 9.87217 -0.82 1.04 1.28 0.001
C -19.38123 -21.46644 8.83816 -0.40 -1.93 1.63 0.002
O -18.00720 -21.36178 8.58759 -0.38 0.60 -0.33 0.002
O -19.66049 -22.02820 11.23893 0.22 -0.35 -1.51 0.000
H -18.77089 -23.29932 9.88893 -0.22 -0.20 -0.57 0.000
H -20.57604 -22.99641 9.67170 0.20 -0.48 0.28 0.000
H -19.84029 -20.58018 9.27622 0.02 0.37 -0.23 0.001
H -19.93974 -21.79556 7.96189 0.01 0.26 -0.47 -0.002
H -18.08583 -20.88462 7.75829 1.33 0.33 -0.73 0.008
H -18.84489 -21.52193 11.24836 0.15 0.26 0.66 0.000
C -15.39124 -18.30258 7.39584 0.43 1.53 1.09 0.003
O -15.16834 -19.33800 6.50219 0.07 -1.98 -1.70 0.010
H -15.07157 -18.61995 8.38841 -0.41 0.03 0.20 0.001
H -14.70102 -17.51925 7.08266 -0.52 0.64 0.26 0.001
H -16.43274 -17.98216 7.36911 0.26 0.01 -0.01 -0.003
H -14.21973 -19.34367 6.35484 0.04 -0.42 -0.26 0.000
C -18.94279 -17.24137 8.85370 0.85 0.37 -1.15 -0.002
O -18.86858 -16.02551 8.07137 -0.22 -0.54 1.77 0.000
H -18.38733 -17.99416 8.29434 0.08 -0.48 0.04 0.003
H -18.40511 -17.13191 9.79551 -0.12 0.42 -0.06 0.000
H -19.91895 -17.67799 9.06485 -0.40 0.52 -0.14 0.000
H -19.17685 -16.20715 7.18054 -0.14 -0.39 -0.47 0.000
```
Forces are in eV/Å.

Properties
LUMO level (spin up / spin down) ... -2.296 / -2.376 eV
Maximum force ... 10.1 eV/Å
Orbital gap (spin up / spin down) ... 6.12 / 6.07 eV
Multiplicity ... 9
Total charge ... 0
<S²> ... 20.0176
HOMO (spin up / spin down) ... -8.4 / -8.4 eV
Electronic energy ... -3937.57401 a.u.

***

No. 5
The following is a DFT calculation (wB97M-V/def2-TZVPD) of a structure of composition C35H32BFNO2P2PtS2 at a distorted geometry.

Geometry as XYZ:
```
77
Properties=species:S:1:pos:R:3:forces:R:3:mulliken_charge:R:1
Pt -0.92093 1.43787 -1.18563 2.32 1.19 -1.26 1.310
S 1.50486 2.01964 -0.93071 -0.86 0.16 0.15 -0.634
P 1.32783 0.20389 -0.07855 -0.14 -1.18 0.89 1.166
C -0.32132 0.15231 0.24806 -0.60 -0.13 0.41 -0.540
P -1.38949 -0.76378 1.26024 -0.09 -0.10 -0.18 1.559
S -3.07874 0.10626 1.74672 0.00 -0.04 0.05 -0.511
C -1.71347 -2.37580 0.44532 -0.07 -0.02 0.10 -0.094
C -2.97203 -2.63187 -0.08801 0.02 0.04 -0.04 -0.800
C -3.21053 -3.80486 -0.79230 0.00 -0.01 -0.01 -0.736
C -2.20034 -4.74224 -0.94966 0.00 0.01 0.00 -0.641
C -0.94100 -4.49715 -0.41539 0.01 0.00 -0.02 -0.815
C -0.69995 -3.31562 0.26692 0.00 0.00 0.00 0.336
C -0.49809 -1.19854 2.79599 -0.01 -0.01 0.00 0.005
C -0.46158 -2.48012 3.33134 -0.02 -0.01 0.03 -0.216
C 0.11679 -2.70685 4.57559 0.01 0.01 0.00 -0.770
C 0.65486 -1.65312 5.29600 -0.01 -0.01 0.00 -0.652
C 0.60658 -0.36563 4.77330 -0.02 0.00 0.01 -0.497
C 0.02994 -0.14157 3.53641 0.00 0.00 0.02 -0.199
C 1.96365 -1.11556 -1.16627 0.26 0.28 -0.18 0.271
C 3.33857 -1.31009 -1.31167 -0.02 -0.01 0.00 -0.633
C 3.82096 -2.28704 -2.16558 -0.01 0.00 0.00 -0.663
C 2.92901 -3.07250 -2.88883 0.00 0.00 0.00 -0.672
C 1.56442 -2.87175 -2.75878 -0.02 -0.02 0.01 -1.179
C 1.08100 -1.89077 -1.90241 -0.02 0.01 -0.02 0.135
C 2.32961 -0.06235 1.41834 0.45 0.31 -0.23 0.517
C 2.77559 1.04082 2.13837 0.04 -0.01 -0.02 -0.610
C 3.53408 0.86764 3.28753 -0.01 0.01 0.00 -0.633
C 3.84234 -0.41086 3.72791 0.00 0.01 -0.01 -0.592
C 3.39627 -1.51652 3.01632 -0.02 0.01 0.01 -0.698
C 2.65332 -1.34316 1.85985 -0.03 0.00 0.00 0.054
H -3.75581 -1.89414 0.03480 -0.01 -0.01 0.01 0.397
H -4.18932 -3.97789 -1.22133 0.00 0.01 -0.01 0.415
H -2.38892 -5.65874 -1.49559 0.00 0.00 0.00 0.368
H -0.14074 -5.21551 -0.54808 0.00 0.00 0.01 0.458
H 0.29367 -3.11929 0.65432 0.00 -0.01 0.00 0.253
H -0.90119 -3.30771 2.79100 0.00 0.01 0.01 0.434
H 0.13611 -3.71074 4.98210 0.00 0.00 0.00 0.410
H 1.10499 -1.82948 6.26548 0.00 0.00 0.00 0.391
H 1.02115 0.46452 5.33197 -0.01 -0.01 0.00 0.436
H -0.02223 0.86176 3.12997 -0.01 -0.01 0.00 0.260
H 4.03348 -0.69342 -0.75236 0.00 -0.01 0.01 0.476
H 4.88848 -2.43509 -2.27175 0.00 0.00 0.00 0.406
H 3.30331 -3.83720 -3.55866 0.00 0.00 0.00 0.387
H 0.86544 -3.47355 -3.32580 0.00 0.00 0.00 0.495
H 0.01747 -1.71673 -1.81387 -0.01 0.01 0.01 0.712
H 2.53209 2.03588 1.78332 -0.01 0.00 0.01 0.283
H 3.88095 1.73222 3.83979 0.01 0.00 0.00 0.406
H 4.42764 -0.54798 4.62882 0.00 0.00 0.00 0.389
H 3.62862 -2.51629 3.36056 -0.01 0.00 0.01 0.407
H 2.32688 -2.20938 1.29795 0.01 0.00 -0.01 0.112
B -5.12212 -0.08384 -2.54063 0.02 -0.02 -0.03 0.487
C -3.70833 0.43113 -2.06986 0.02 0.00 0.00 -0.132
N -2.67547 0.80264 -1.72127 -0.78 -0.29 0.33 -0.099
H -5.00361 -0.45511 -3.68886 0.00 -0.01 -0.01 -0.151
H -5.88873 0.84940 -2.44326 -0.01 0.01 0.01 -0.156
H -5.42121 -0.99425 -1.79645 -0.01 -0.01 0.00 -0.145
C 0.33766 1.74778 -5.08794 0.00 0.02 -0.01 -1.294
C -0.19809 1.60237 -3.69146 -0.15 0.00 -0.05 0.691
O -0.04631 0.50938 -3.08443 -0.11 -0.03 -0.17 -0.681
O -0.76335 2.58829 -3.12969 -0.16 -0.15 0.11 -0.654
H 0.14682 0.83760 -5.65310 0.00 0.00 0.00 0.329
H 1.41859 1.88328 -5.01998 0.00 0.00 0.00 0.269
H -0.10063 2.61042 -5.58309 0.00 0.00 0.00 0.336
F 0.17303 7.85757 -1.13729 0.00 0.00 0.00 -0.357
C -0.28304 6.61926 -0.81779 -0.01 0.00 -0.01 0.447
C 0.34719 5.92023 0.19168 -0.01 0.00 -0.01 -0.800
C -0.12642 4.65712 0.50977 -0.03 0.03 0.03 0.266
C -1.21543 4.09972 -0.15947 0.01 -0.01 -0.04 -0.610
C -1.70444 2.73268 0.18002 -0.03 0.12 0.12 -1.107
C -1.81599 4.84094 -1.17639 0.01 -0.02 0.00 -0.087
C -1.35730 6.10525 -1.51311 0.01 0.01 0.00 -0.827
H 1.19167 6.36047 0.70473 0.00 0.00 0.00 0.433
H 0.36351 4.08028 1.28478 -0.01 0.01 0.01 0.233
H -2.78461 2.64916 0.08138 0.00 -0.05 0.00 0.849
H -1.43071 2.43408 1.18867 0.08 -0.07 -0.05 0.473
H -2.64419 4.40866 -1.72463 0.00 0.00 0.00 0.409
H -1.81276 6.68358 -2.30539 0.00 0.00 0.00 0.415
```
Forces are in eV/Å.

Properties
LUMO level ... 2.299 eV
Relative energy (zero: lowest compared OMol25 entry of this formula, charge and spin) ... 0.0 kcal per mole
Maximum force ... 2.9 eV/Å
Orbital gap ... 7.17 eV
Total charge ... -1
HOMO ... -4.9 eV
Electronic energy ... -3281.41624 a.u.